Record 1
{"formula": "C4H5Cl2FOS", "method": "wB97M-V/def2-TZVPD", "de_lowest_kcal_mol": 40.8, "charge": 0, "gap_ev": 8.2, "multiplicity": 1, "energy_ev": -44870.48570, "e_homo_ev": -8.891, "symbols": ["C", "C", "C", "C", "O", "F", "S", "Cl", "Cl", "H", "H", "H", "H", "H"], "coordinates": [[1.3977, 0.6552, 0.3907], [0.5590, -0.3466, 0.1377], [-0.7197, -0.0706, -0.6334], [-2.5876, -1.6887, -3.0218], [0.2222, -2.2993, -1.8561], [-3.5435, -1.2442, -2.2332], [-0.3793, -1.0336, -2.2120], [-2.4662, -0.8330, -4.5286], [-2.7663, -3.4076, -3.3142], [2.3115, 0.6531, 0.8032], [1.2860, 1.6581, 0.1073], [0.6482, -1.4120, 0.4770], [-1.6723, -0.3948, -0.2329], [-0.7886, 0.9817, -0.8729]], "forces_ev_per_angstrom": [[-2.1, -0.9, -1.2], [-0.9, -0.2, 0.8], [0.7, -0.8, -0.6], [2.6, 0.2, 0.3], [0.7, -1.0, 0.6], [-0.6, 0.4, 0.3], [-2.7, 0.5, -1.1], [-0.4, 0.4, -0.4], [0.3, 0.3, 0.5], [3.2, -1.3, 2.0], [-1.2, 1.3, -0.9], [0.4, 1.3, -0.4], [0.0, -0.3, 0.4], [0.0, 0.2, -0.4]]}


Record 2
{"formula": "C5H34NO13", "method": "wB97M-V/def2-TZVPD", "de_lowest_kcal_mol": 58.1, "charge": -1, "gap_ev": 9.4, "multiplicity": 1, "energy_ev": -33845.98510, "e_homo_ev": -6.844, "symbols": ["C", "O", "C", "C", "C", "C", "O", "N", "H", "H", "H", "H", "H", "H", "H", "H", "H", "H", "H", "H", "H", "H", "O", "H", "H", "O", "H", "H", "O", "H", "H", "O", "H", "H", "O", "H", "H", "O", "H", "H", "O", "H", "H", "O", "H", "H", "O", "H", "H", "O", "H", "H", "O"], "coordinates": [[-2.3211, 0.8130, -1.0252], [-2.7328, 0.4374, -2.3366], [-1.1693, 1.7566, -1.2559], [-0.5173, 2.3581, 0.0304], [0.6574, 1.6322, 0.7509], [1.4039, 0.7529, -0.2631], [2.2116, -0.2750, 0.2525], [-1.6295, 2.9813, -2.0279], [-2.2761, 0.0805, -0.2392], [-3.1745, 1.4639, -0.7000], [-2.4089, -0.5118, -2.5338], [-0.3573, 1.3035, -1.8634], [-0.0696, 3.3040, -0.3969], [-1.3243, 2.7182, 0.7365], [0.2567, 1.0344, 1.6028], [1.3362, 2.2102, 1.4591], [0.6977, 0.3125, -0.9839], [2.0780, 1.3541, -0.8708], [-2.0649, 3.5647, -1.3441], [-2.2050, 2.7245, -2.8108], [0.6392, -1.2476, -4.2949], [1.4550, -2.5224, -2.0894], [0.5586, -2.1765, -4.0202], [-1.8005, -2.4405, 2.0269], [-0.9522, -3.3821, 1.0513], [-1.0575, -3.0359, 1.9545], [3.1616, -0.5174, 4.2272], [1.8280, -1.0241, 4.3395], [2.4416, -0.4587, 4.8744], [-1.3949, -2.4626, -1.4719], [-0.4939, -2.0533, -0.2104], [-0.8250, -2.8229, -0.6811], [-1.1073, -0.3688, -3.7112], [-0.7997, 1.1856, -4.0879], [-0.7229, 0.2686, -4.3360], [3.9229, -2.1363, 2.2621], [4.0799, -0.5918, 2.0786], [4.3215, -1.3323, 2.6450], [-1.7179, 4.2570, 2.3346], [-0.9184, 4.7226, 0.9957], [-1.7034, 4.8016, 1.5404], [2.1118, -1.0355, -0.4016], [0.7853, -3.0967, -0.8707], [1.6669, -2.6327, -1.1459], [0.7938, 0.2879, 3.8147], [-0.0115, 0.5441, 5.0747], [0.3122, 0.9841, 4.2869], [0.5401, -2.0910, 2.9168], [1.5236, -1.4433, 1.8636], [1.2706, -1.4697, 2.7967], [-0.4127, -2.2104, -3.7221], [-2.1507, -2.5857, -3.3914], [-1.7349, -1.9284, -2.8296]], "forces_ev_per_angstrom": [[-1.8, 2.1, -1.4], [0.0, -1.8, 0.5], [1.2, 1.4, 0.4], [0.5, 1.8, -0.1], [-0.4, -1.3, 1.5], [0.0, 0.4, -0.4], [0.0, -1.6, 0.1], [1.6, -1.4, 0.6], [0.7, -1.0, 0.0], [0.6, -0.2, 0.3], [-0.6, 0.7, 0.2], [-0.9, 0.2, 0.2], [-0.4, -0.6, 0.5], [0.9, -0.8, -0.7], [-0.2, -0.5, -1.0], [-0.5, 0.3, -1.7], [0.2, 0.0, 0.5], [-0.1, 0.6, -0.2], [-0.8, 0.5, -0.1], [-0.6, -0.1, 0.2], [0.0, -0.3, 0.0], [0.2, 0.2, -0.3], [-0.4, 0.0, 0.0], [-0.3, 0.0, -0.5], [-0.7, 0.5, -0.1], [0.8, -0.5, 1.1], [0.4, 0.1, 0.4], [0.7, 0.5, 0.9], [0.0, -1.0, -0.5], [0.6, -0.1, -0.4], [-0.2, 0.4, -0.1], [-0.8, -0.3, 0.6], [-0.3, 0.6, 0.2], [-0.4, -0.1, 0.6], [0.9, -0.4, -1.2], [0.1, 0.8, 0.1], [-0.2, -0.2, -0.3], [0.1, -0.4, 0.1], [0.7, -0.1, -0.4], [0.2, -0.5, 0.6], [-1.1, 0.9, 0.0], [0.2, 0.5, 0.9], [1.7, 1.1, -0.6], [-1.1, -1.0, 0.3], [0.0, 0.4, 0.1], [0.1, 0.0, 0.2], [-0.8, 0.3, -0.5], [-0.1, -0.1, -0.7], [-0.2, 0.2, -0.2], [-0.3, -0.3, 0.1], [1.3, 0.2, 0.2], [-0.5, 0.1, 0.1], [-0.3, 0.0, 0.0]]}


Record 3
{"formula": "C7H14", "method": "wB97M-V/def2-TZVPD", "de_lowest_kcal_mol": 21.5, "charge": 0, "gap_ev": 10.3, "smiles": "C=C(C)CCCC", "multiplicity": 1, "energy_ev": -7485.36376, "e_homo_ev": -9.228, "symbols": ["C", "C", "C", "C", "C", "C", "C", "H", "H", "H", "H", "H", "H", "H", "H", "H", "H", "H", "H", "H", "H"], "coordinates": [[-1.3412, -0.0398, 2.0574], [-0.2000, -0.0602, 1.3743], [0.7383, 1.1194, 1.4192], [0.2581, -1.2536, 0.6069], [0.6879, -1.0812, -0.8372], [-0.3791, -0.4409, -1.7623], [-0.2142, 1.0662, -1.8969], [-1.6211, 0.7640, 2.7233], [-2.0722, -0.8379, 2.0448], [0.7244, 1.6322, 2.3763], [1.7670, 0.7847, 1.2373], [0.5268, 1.8956, 0.6912], [-0.4539, -2.0860, 0.6335], [1.1366, -1.6875, 1.1277], [1.6040, -0.5037, -0.9388], [1.0010, -2.0484, -1.2024], [-0.3535, -0.9910, -2.6937], [-1.3497, -0.6310, -1.3082], [-0.4674, 1.4907, -2.8652], [0.8163, 1.3446, -1.6465], [-0.8081, 1.5636, -1.1408]], "forces_ev_per_angstrom": [[-0.2, -0.2, 0.1], [-0.4, 0.5, 0.2], [0.6, -0.1, 0.1], [0.7, -1.1, 0.2], [-0.1, 0.7, -0.6], [0.2, -0.6, 0.7], [0.5, 0.2, 0.3], [0.2, 0.3, -0.1], [0.2, -0.3, -0.2], [-0.1, -0.1, 0.3], [-0.1, 0.1, 0.0], [-0.2, -0.1, -0.3], [-0.3, 0.4, 0.1], [-0.2, 0.3, 0.0], [0.2, 0.3, 0.3], [-0.2, -0.5, -0.2], [0.0, 0.2, -0.5], [-0.2, -0.2, -0.1], [-0.1, -0.1, -0.1], [0.0, 0.0, -0.4], [-0.3, 0.2, 0.1]]}


Record 4
{"formula": "C3H9NO2S", "method": "wB97M-V/def2-TZVPD", "de_lowest_kcal_mol": 50.3, "charge": 0, "gap_ev": 9.9, "smiles": "N[C@@H](C=O)CS.O", "multiplicity": 1, "energy_ev": -19676.23298, "e_homo_ev": -9.405, "symbols": ["N", "C", "C", "O", "C", "S", "H", "H", "H", "H", "H", "H", "H", "O", "H", "H"], "coordinates": [[0.7544, -0.7765, -0.0185], [0.1956, -0.0339, -1.1580], [-1.0912, 0.6134, -0.7143], [-1.2958, 1.7917, -0.8571], [1.1159, 0.8997, -1.9510], [2.6620, 0.0237, -2.4434], [-0.0276, -1.2892, 0.3689], [1.4929, -1.4226, -0.2426], [-0.0987, -0.8160, -1.8924], [-1.6826, 0.0326, 0.0283], [1.4809, 1.6775, -1.2830], [0.5758, 1.2537, -2.8188], [2.2469, -1.2448, -2.6269], [-2.4437, -0.3857, 5.2847], [-1.7378, -0.7984, 4.8068], [-2.1469, 0.4747, 5.5172]], "forces_ev_per_angstrom": [[-0.5, 1.1, 0.5], [0.0, -1.9, -1.5], [1.2, 1.2, 1.5], [-0.5, -0.4, -0.5], [0.4, -1.2, 1.1], [0.1, 0.2, 0.0], [0.3, -0.3, 0.3], [0.1, 0.0, -0.4], [-0.3, 0.3, -0.2], [-0.3, -0.2, -0.5], [-0.2, 0.3, -0.3], [0.1, 0.3, 0.0], [-0.3, 0.3, 0.0], [-1.1, -0.8, 0.1], [0.6, -0.2, -0.4], [0.5, 1.1, 0.3]]}


Record 5
{"formula": "C2H3BrO2", "method": "wB97M-V/def2-TZVPD", "de_lowest_kcal_mol": 124.8, "charge": 0, "gap_ev": 10.9, "smiles": "C=C1OO1.Br", "multiplicity": 1, "energy_ev": -76254.86512, "e_homo_ev": -10.082, "symbols": ["C", "C", "O", "O", "H", "H", "Br", "H"], "coordinates": [[1.0217, -1.0278, 0.3815], [0.6155, 0.1441, 0.7823], [0.9007, 1.2322, 1.4266], [-0.2399, 1.0952, 0.6490], [1.9996, -1.4040, 0.7130], [0.5552, -1.8047, -0.1984], [-2.7889, 0.3180, -1.8562], [-2.0639, 1.4470, -1.8978]], "forces_ev_per_angstrom": [[1.5, -1.3, 0.5], [0.9, -3.1, -1.4], [4.1, 1.9, 3.3], [-5.3, 1.2, -2.4], [-0.4, 0.6, 0.2], [-0.8, 0.6, -0.3], [-1.3, -2.0, 0.1], [1.3, 2.0, -0.1]]}